{"formula": "C19H40NP3SSm", "method": "wB97M-V/def2-TZVPD", "homo_energy_ev": [-17.541, -17.544], "spin_multiplicity": 6, "e_lumo_ha": [-0.3759, -0.3494], "de_lowest_ev": 0.085, "fmax_ev_per_a": 3.9, "charge": 3, "species": ["Sm", "P", "P", "P", "H", "C", "C", "H", "C", "C", "C", "C", "C", "C", "C", "C", "C", "H", "H", "H", "H", "H", "H", "H", "H", "H", "H", "H", "H", "H", "H", "H", "H", "H", "H", "H", "H", "H", "H", "H", "H", "H", "H", "H", "H", "H", "C", "C", "C", "C", "C", "C", "S", "H", "H", "H", "H", "H", "H", "C", "C", "N", "H", "H", "H"], "coordinates": [[0.546, -0.562, -0.053], [-0.733, 1.563, 1.992], [0.554, -2.194, 2.161], [-2.246, -0.616, -0.342], [3.897, 2.820, -1.430], [2.867, 3.084, -1.746], [1.885, 3.550, -0.967], [1.847, 3.603, 0.126], [0.269, 2.699, 3.023], [-1.622, 0.747, 3.386], [-1.973, 2.795, 1.424], [1.603, -3.539, 1.413], [1.438, -1.849, 3.702], [-0.986, -2.988, 2.658], [-2.810, 0.579, -1.606], [-3.621, -0.793, 0.817], [-2.192, -2.253, -1.180], [2.544, 2.854, -2.769], [0.959, 3.789, -1.509], [0.933, 3.310, 2.404], [0.855, 2.148, 3.764], [-0.400, 3.372, 3.574], [-0.911, 0.201, 4.018], [-2.396, 0.059, 3.032], [-2.101, 1.523, 3.996], [-1.481, 3.508, 0.749], [-2.353, 3.350, 2.291], [-2.821, 2.329, 0.911], [1.619, -4.412, 2.086], [2.635, -3.175, 1.251], [1.197, -3.849, 0.433], [1.672, -2.800, 4.196], [0.825, -1.234, 4.372], [2.370, -1.303, 3.507], [-0.750, -3.892, 3.220], [-1.599, -3.243, 1.791], [-1.562, -2.305, 3.287], [-3.499, 0.083, -2.302], [-1.950, 0.972, -2.166], [-3.290, 1.443, -1.131], [-4.510, -1.176, 0.291], [-3.837, 0.170, 1.291], [-3.341, -1.479, 1.625], [-3.110, -2.341, -1.782], [-2.138, -3.080, -0.449], [-1.325, -2.335, -1.861], [0.608, -0.499, -4.150], [0.601, -1.731, -4.810], [0.679, -1.748, -6.196], [0.691, -0.554, -6.925], [0.637, 0.668, -6.251], [0.558, 0.723, -4.874], [0.581, -0.485, -2.489], [1.777, 0.018, -1.829], [0.495, -2.651, -4.241], [0.680, -2.702, -6.726], [0.728, -0.568, -8.020], [0.629, 1.618, -6.804], [0.406, 1.638, -4.291], [3.557, 1.362, 3.072], [2.873, 0.855, 1.920], [2.295, 0.432, 0.993], [3.682, 0.568, 3.832], [3.003, 2.209, 3.521], [4.557, 1.719, 2.772]]}